1.
2 unconnected molecules or ions with the total composition CH7N5P at a distorted geometry. Source: OMol25; level of theory: wB97M-V/def2-TZVPD.

Geometry (Å):
P 0.34 0.10 -0.77
N -2.03 -1.51 -0.24
N 2.49 -0.68 0.43
N 1.35 -0.92 -0.12
N 0.74 1.63 -0.22
N -2.51 0.86 0.32
C -2.04 -0.23 0.07
H 1.71 1.99 -0.13
H 3.06 0.24 0.36
H -2.29 1.65 0.91
H -2.80 -2.06 -0.13
H 0.01 2.38 -0.42
H -1.14 -1.94 -0.68
H 3.11 -1.51 0.62

The total energy comes out at -657.0905 hartree. The charge is +1. As for the HOMO energy (alpha / beta): -12.0 / -12.0 eV. The value obtained for the energy above the lowest of the compared OMol25 structures with the same formula, charge and spin is 158.28 kJ/mol.

2.
CH7N5S in the gas phase at a distorted geometry. Source: OMol25; level of theory: wB97M-V/def2-TZVPD.

Geometry (Å):
S 2.41 0.08 0.14
N 1.01 -0.85 -0.24
N -2.29 -1.11 0.53
N -1.47 1.78 -0.31
N -1.32 -0.97 -0.51
N -0.40 1.08 0.30
C -0.14 -0.23 -0.13
H 3.16 -0.82 -0.38
H -1.86 -1.03 1.35
H -1.81 1.22 -1.07
H -2.21 1.81 0.34
H -1.08 -1.89 -0.87
H -2.96 -0.45 0.38
H 0.36 1.70 0.42

The total energy comes out at -714.1748 hartree. As for the HOMO energy: -8.2 eV. As for the SMILES: NNC(=NS)NN. The value obtained for the energy above the lowest of the compared OMol25 structures with the same formula, charge and spin is 46.65 kJ/mol.

Q: Number 1 is which compound?
A: CH7N5P